A structure of composition H22NeO11 in a non-equilibrium geometry, computed with ωB97M-V/def2-TZVPD.

The geometry in XYZ format:
```
34
Properties=species:S:1:pos:R:3:forces:R:3
Ne -0.207 -0.635 -0.224 0.0 0.0 0.0
O 0.571 -1.931 -3.209 -0.4 -0.2 -0.2
H 1.208 -1.670 -3.873 0.3 0.1 -0.1
H 0.297 -1.109 -2.802 0.2 0.3 0.3
O 1.567 1.432 1.691 0.0 0.2 -0.2
H 0.934 1.264 2.390 -0.2 -0.5 0.3
H 1.872 2.325 1.853 0.4 0.3 0.1
O 3.199 -0.837 1.011 0.4 -0.3 -0.3
H 2.699 -1.617 1.251 -0.1 -0.1 0.0
H 2.643 -0.105 1.278 -0.3 0.5 0.5
O 0.625 -0.911 3.113 0.3 0.3 0.2
H 1.017 -1.780 3.206 0.2 -0.1 0.1
H -0.280 -1.083 2.853 -0.4 -0.2 -0.3
O -3.505 -0.680 0.024 -0.3 0.1 -0.2
H -3.683 -1.411 -0.567 -0.1 -0.1 -0.3
H -3.066 -1.079 0.775 0.4 -0.2 0.5
O -3.125 1.913 -0.716 0.2 0.7 -0.1
H -3.715 1.789 -1.459 -0.2 0.0 -0.1
H -2.984 1.032 -0.371 -0.2 -0.7 0.1
O -2.025 -1.591 2.320 0.0 0.2 -0.2
H -2.169 -2.510 2.544 0.0 -0.4 0.0
H -2.485 -1.102 3.002 -0.3 0.3 0.3
O 2.275 0.427 -1.589 -0.1 -1.0 -0.7
H 2.028 1.342 -1.455 0.0 0.7 -0.1
H 2.435 0.090 -0.707 0.3 -0.4 0.2
O -1.190 3.793 -1.127 0.9 0.6 0.0
H -1.496 4.033 -2.002 0.0 0.1 -0.2
H -1.683 3.002 -0.909 -0.6 -0.5 0.1
O 1.717 2.822 -0.708 0.4 0.6 -0.1
H 0.968 3.366 -0.956 -0.6 0.3 -0.2
H 1.398 2.295 0.025 -0.3 -0.3 0.3
O 1.309 -4.006 -1.592 0.1 -0.8 0.6
H 1.852 -3.584 -0.926 0.2 0.1 0.1
H 1.000 -3.285 -2.142 -0.2 0.6 -0.5
```
Forces are in eV/Å.

**Total charge**: 0
**Orbital gap**: 9.69 eV
**Energy relative to the best compared isomer or geometry (same formula, charge and spin)**: 16.2 kcal per mole

List of natural (NBO) charges in e, atom by atom: atom 1 (Ne): 0.00, atom 2 (O): -0.96, atom 3 (H): 0.49, atom 4 (H): 0.49, atom 5 (O): -0.96, atom 6 (H): 0.50, atom 7 (H): 0.49, atom 8 (O): -0.95, atom 9 (H): 0.46, atom 10 (H): 0.49, atom 11 (O): -0.97, atom 12 (H): 0.47, atom 13 (H): 0.48, atom 14 (O): -0.97, atom 15 (H): 0.48, atom 16 (H): 0.49, atom 17 (O): -0.97, atom 18 (H): 0.47, atom 19 (H): 0.50, atom 20 (O): -0.95, atom 21 (H): 0.49, atom 22 (H): 0.49, atom 23 (O): -1.00, atom 24 (H): 0.48, atom 25 (H): 0.47, atom 26 (O): -0.98, atom 27 (H): 0.47, atom 28 (H): 0.50, atom 29 (O): -0.97, atom 30 (H): 0.50, atom 31 (H): 0.48, atom 32 (O): -0.97, atom 33 (H): 0.46, atom 34 (H): 0.49